The following is a DFT calculation (the ωB97M-V functional and the def2-TZVPD basis) of a structure of composition C23H46BrIO13S6 at a distorted geometry.

Structure (XYZ):
```
90
Properties=species:S:1:pos:R:3:forces:R:3:mulliken_charge:R:1
O 0.915884 -0.653664 0.198076 -1.090 4.591 -2.968 -0.592
S 0.741415 0.771284 -0.450195 0.309 -3.665 2.160 0.554
O -0.511192 1.515551 0.496396 0.513 -1.290 -1.829 -0.158
Br -2.057221 0.531506 0.315903 -0.074 0.212 0.319 0.089
O 0.082762 0.670826 -2.019074 0.704 -1.449 1.761 -0.147
C 0.101996 -0.721609 -2.536557 -0.941 -1.429 -1.530 -0.610
C 1.599364 -1.283095 -2.905216 0.364 0.851 0.049 -0.131
C 1.795349 -2.901869 -2.736734 2.617 1.143 -0.123 -0.826
I 0.033208 -4.110449 -3.204964 0.989 0.569 0.493 0.134
H -0.496712 -0.678136 -3.568320 1.202 0.105 2.407 0.207
H -0.528416 -1.419601 -1.836058 1.558 1.358 -1.201 0.299
H 2.430608 -0.775652 -2.215861 -1.921 -1.094 -1.332 0.223
H 1.842010 -0.885099 -4.004101 -0.556 -1.216 2.321 0.316
H 2.643892 -3.221124 -3.513109 -2.024 0.595 1.724 0.350
H 2.262601 -3.105344 -1.657884 -1.591 0.200 -2.339 0.300
C 1.108118 1.236208 3.569505 -0.085 0.071 -0.219 -0.189
C 1.854899 -0.034894 3.167982 -0.256 -0.339 -0.095 -0.170
C 3.349743 0.247854 3.307838 0.065 -0.468 -0.429 -0.495
S 3.505593 1.496420 4.576086 -0.080 0.049 0.065 1.139
O 4.019955 2.706625 3.970305 0.118 -0.321 0.398 -0.680
O 4.103738 0.905190 5.756392 0.225 0.364 -0.223 -0.604
C 1.759177 1.706285 4.861750 -0.544 0.151 0.128 -0.870
H 0.037724 1.053669 3.702036 0.153 0.063 -0.044 0.373
H 1.228398 1.997628 2.789625 -0.076 -0.038 0.120 0.024
H 1.569758 -0.853183 3.840317 0.051 0.115 -0.046 0.343
H 1.605574 -0.345835 2.148644 0.108 0.034 0.366 -0.172
H 3.901849 -0.646185 3.608493 0.053 0.260 -0.002 0.203
H 3.769148 0.651025 2.381974 0.005 0.053 0.207 0.387
H 1.541750 2.749382 5.097665 0.219 -0.096 0.051 0.430
H 1.477777 1.063314 5.701064 0.128 0.088 -0.075 0.384
C -4.987415 -3.860406 -6.860920 -0.009 0.082 -0.254 -0.576
C -4.404046 -5.267174 -6.737274 -0.222 -0.258 -0.181 -0.634
C -3.155321 -5.170582 -5.862388 0.246 -0.589 -0.359 -0.575
S -3.411801 -3.774214 -4.777938 -0.287 0.124 0.411 1.015
O -2.439753 -2.752322 -5.105036 -0.254 -0.204 0.252 -0.594
O -3.609143 -4.251893 -3.423932 0.448 0.331 -0.393 -0.668
C -4.989011 -3.289163 -5.450805 -0.481 0.202 -0.217 -0.684
H -5.993534 -3.874242 -7.290060 0.152 0.033 0.064 0.343
H -4.349149 -3.251427 -7.512227 -0.107 -0.035 0.087 0.288
H -5.139167 -5.926132 -6.259461 0.103 0.104 -0.063 0.295
H -4.167821 -5.694838 -7.716661 -0.025 0.035 0.175 0.315
H -3.012607 -6.073888 -5.263898 0.105 0.269 0.026 0.376
H -2.261382 -4.975103 -6.460995 -0.088 0.070 0.192 0.365
H -5.087000 -2.202497 -5.427594 0.110 -0.133 0.186 0.367
H -5.769952 -3.751311 -4.839580 0.168 0.098 0.010 0.317
C -6.149112 2.056451 -0.178161 0.003 0.271 0.089 -0.616
C -7.269062 1.251274 0.479109 0.022 0.013 0.372 -0.619
C -8.067651 0.580433 -0.637267 -0.553 0.005 0.473 -0.633
S -6.930372 0.348834 -1.995434 0.180 -0.387 -0.196 1.132
O -7.361374 1.175425 -3.103187 0.121 -0.436 0.167 -0.678
O -6.649131 -1.064901 -2.146137 -0.223 0.537 -0.318 -0.645
C -5.531757 1.132272 -1.217157 0.432 0.311 0.191 -0.496
H -5.407432 2.391994 0.552557 -0.083 -0.033 -0.134 0.351
H -6.569340 2.943596 -0.666853 0.101 -0.104 0.034 0.312
H -6.832897 0.485544 1.132067 -0.054 0.110 -0.097 0.283
H -7.911954 1.883758 1.099232 0.090 -0.133 -0.091 0.326
H -8.460986 -0.389770 -0.323400 0.050 0.123 -0.268 0.347
H -8.884535 1.219080 -0.984398 0.167 -0.131 -0.088 0.347
H -4.936722 1.661455 -1.963404 -0.110 -0.205 -0.036 0.400
H -4.931907 0.350377 -0.741904 -0.126 0.032 -0.146 0.145
C 1.677283 6.274936 -2.249760 0.189 0.034 -0.207 -0.530
C 0.307313 5.907492 -2.817886 -0.132 0.281 -0.223 -0.653
C -0.100097 4.569365 -2.203476 -0.371 -0.117 -0.601 -0.566
S 0.708634 4.483014 -0.612830 -0.421 0.402 0.478 1.302
O 1.676016 3.406343 -0.645785 -0.239 0.298 0.176 -0.645
O -0.285938 4.600224 0.434805 0.558 -0.352 -0.284 -0.718
C 1.581358 6.030538 -0.751154 0.363 0.449 -0.029 -0.813
H 1.943931 7.312413 -2.471499 -0.010 -0.165 0.044 0.350
H 2.445250 5.626247 -2.687787 -0.059 0.104 0.088 0.277
H -0.421583 6.678349 -2.539631 0.110 -0.108 -0.034 0.293
H 0.324272 5.851275 -3.910796 -0.039 -0.002 0.183 0.327
H -1.182190 4.503194 -2.064856 0.231 -0.163 0.129 0.368
H 0.250273 3.728205 -2.807926 -0.023 0.038 0.207 0.267
H 2.555469 5.955028 -0.264954 -0.188 -0.126 0.073 0.403
H 0.975740 6.800881 -0.264488 0.042 -0.185 -0.001 0.341
C 6.899312 -0.845604 6.754360 0.058 0.268 0.139 -0.655
C 8.191974 -1.433527 6.190469 0.177 0.233 -0.144 -0.628
C 8.173575 -2.935167 6.471199 0.760 0.020 -0.040 -0.654
S 6.452661 -3.410837 6.533263 -0.323 -0.097 -0.219 1.165
O 6.141312 -3.838563 7.880945 0.035 -0.136 -0.463 -0.675
O 6.138874 -4.218254 5.371339 0.014 -0.033 0.576 -0.679
C 5.787286 -1.775374 6.292112 -0.225 0.466 0.018 -0.418
H 6.735226 0.179570 6.409797 -0.075 -0.190 0.080 0.319
H 6.946441 -0.831858 7.849818 -0.061 0.000 -0.133 0.312
H 8.229286 -1.261045 5.107975 -0.016 -0.020 0.147 0.287
H 9.076491 -0.960763 6.628672 -0.116 -0.094 -0.092 0.345
H 8.677806 -3.498201 5.681730 -0.191 -0.086 0.213 0.349
H 8.624361 -3.166739 7.440135 -0.183 -0.055 -0.122 0.355
H 4.864815 -1.659180 6.863539 0.095 -0.154 -0.123 0.516
H 5.587432 -1.649620 5.223800 0.017 -0.082 0.163 0.039
```
Forces are in eV/Å.

**Net charge**: 0
**Kohn-Sham gap**: 8.252 eV
**M**: 929.82 Da
**E_tot**: -7142.7148 Ha
**Lowest unoccupied orbital energy**: -0.9 eV
**E_HOMO**: -9.1 eV